Entry 1:
Below is an isolated ion of composition C9H15N6 and charge +1 at a distorted geometry, with properties calculated with ωB97M-V/def2-TZVPD.

- HOMO-LUMO gap (eV) = 8.2
- lowest unoccupied orbital energy (eV) = -4.2
- SMILES string = CN(C)Cn1nc2c(N)ccnc2[n+]1C
- spin multiplicity = 1
- total charge = +1
- energy relative to the best compared isomer or geometry (same formula, charge and spin) (kcal per mole) = 47.93
- E (Eh) = -680.1395

CARTESIAN COORDINATES (ANGSTROEM)
C: -2.31 -1.87 -0.38
N: -2.62 -0.46 0.00
C: -2.75 0.50 -1.05
C: -2.06 0.02 1.16
N: -0.57 0.18 0.89
N: 0.20 -0.83 0.91
C: 1.36 -0.44 0.35
C: 2.60 -1.16 0.09
N: 2.78 -2.51 0.24
C: 3.55 -0.36 -0.49
C: 3.43 1.04 -0.61
N: 2.30 1.72 -0.38
C: 1.32 0.93 0.02
N: 0.04 1.29 0.32
C: -0.48 2.56 0.59
H: -1.42 -2.04 -1.15
H: -2.21 -2.54 0.57
H: -3.09 -2.36 -0.99
H: -3.24 1.46 -0.86
H: -1.80 0.76 -1.52
H: -3.10 -0.02 -1.93
H: -2.26 -0.82 1.83
H: -2.42 0.93 1.38
H: 3.58 -2.92 0.69
H: 2.10 -3.21 0.42
H: 4.55 -0.68 -0.78
H: 4.13 1.74 -1.04
H: -1.12 2.94 -0.17
H: -0.73 2.76 1.56
H: 0.23 3.38 0.34

Atom charges from the Löwdin analysis, given in e for atoms 1 to 4: C -0.073; N -0.250; C -0.084; C -0.096

=====

Entry 2:
Below is one molecule with the formula C9H15NO at a distorted geometry, with properties calculated with ωB97M-V/def2-TZVPD.

- HOMO-LUMO gap (eV) = 10.0
- lowest unoccupied orbital energy (eV) = 0.8
- SMILES string = [H]/N=C1/C=CC(C)(C)[C@]1(C)OC
- spin multiplicity = 1
- total charge = 0
- energy relative to the best compared isomer or geometry (same formula, charge and spin) (kcal per mole) = 80.82
- E (Eh) = -481.8139

CARTESIAN COORDINATES (ANGSTROEM)
H: 2.82 1.84 -0.18
N: 3.00 0.85 -0.02
C: 1.94 0.18 0.02
C: 2.06 -1.28 -0.04
C: 0.86 -1.85 -0.06
C: -0.26 -0.80 -0.19
C: -0.64 -0.86 -1.71
C: -1.54 -1.11 0.59
C: 0.47 0.52 0.24
C: 0.38 0.80 1.76
O: 0.05 1.54 -0.58
C: -1.33 1.95 -0.55
H: 3.06 -1.66 0.12
H: 0.55 -2.91 -0.30
H: -1.62 -1.00 -1.99
H: -0.08 -1.61 -2.12
H: -0.45 0.14 -2.09
H: -2.16 -0.29 0.36
H: -1.35 -1.25 1.78
H: -2.03 -1.94 0.35
H: -0.61 0.71 2.19
H: 0.69 1.74 1.85
H: 1.10 0.07 2.22
H: -1.31 3.06 -0.60
H: -1.87 1.65 0.45
H: -1.72 1.50 -1.51

Atom charges from the Löwdin analysis, given in e for atoms 1 to 4: H 0.061; N 0.174; C -0.336; C -0.026

=====

Entry 3:
Below is one molecule with the formula C9H15NO2 at a distorted geometry, with properties calculated with ωB97M-V/def2-TZVPD.

- HOMO-LUMO gap (eV) = 8.9
- lowest unoccupied orbital energy (eV) = 0.8
- SMILES string = C=C(C)/C(C(O)=C(C)C)=[N+](\C)[O-]
- spin multiplicity = 1
- total charge = 0
- energy relative to the best compared isomer or geometry (same formula, charge and spin) (kcal per mole) = 119.02
- E (Eh) = -556.9897

CARTESIAN COORDINATES (ANGSTROEM)
C: 2.64 -1.34 -0.42
C: 1.81 -0.46 0.11
C: 2.30 0.80 0.79
C: 0.37 -0.58 0.06
C: -0.48 0.42 -0.79
O: 0.20 0.47 -2.01
C: -1.62 1.10 -0.62
C: -2.30 1.03 0.72
C: -2.25 1.89 -1.75
N: -0.28 -1.58 0.62
C: 0.57 -2.58 1.48
O: -1.51 -1.80 0.68
H: 2.39 -2.20 -1.13
H: 3.74 -1.15 -0.29
H: 1.84 1.56 0.23
H: 3.35 1.05 0.84
H: 2.01 0.81 1.86
H: -0.25 1.14 -2.49
H: -2.04 1.81 1.40
H: -1.81 0.12 1.18
H: -3.45 1.19 0.60
H: -3.27 1.80 -1.57
H: -1.91 1.62 -2.79
H: -2.16 3.09 -1.61
H: 1.59 -2.28 1.34
H: 0.27 -3.64 1.12
H: 0.24 -2.31 2.45

Atom charges from the Löwdin analysis, given in e for atoms 1 to 4: C 0.046; C -0.363; C -0.026; C -0.110

=====

Entry 4:
Below is a 2-piece molecular cluster, C9H15NO2 overall at a distorted geometry, with properties calculated with ωB97M-V/def2-TZVPD.

- HOMO-LUMO gap (eV) = 9.4
- lowest unoccupied orbital energy (eV) = 0.8
- SMILES string = [O-][N+](O)=C1CCC1.C=C1CCC1
- spin multiplicity = 1
- total charge = 0
- energy relative to the best compared isomer or geometry (same formula, charge and spin) (kcal per mole) = 158.20
- E (Eh) = -556.9273

CARTESIAN COORDINATES (ANGSTROEM)
O: 1.91 -1.06 -1.09
N: 1.75 0.15 -1.08
O: 2.95 0.97 -0.99
C: 0.67 0.85 -1.21
C: 0.41 2.25 -1.64
C: -0.81 1.72 -2.38
C: -0.55 0.25 -1.82
H: 3.62 0.31 -1.27
H: 1.20 2.67 -2.22
H: 0.14 2.88 -0.83
H: -1.78 2.00 -2.07
H: -0.49 1.90 -3.40
H: -1.28 0.13 -0.98
H: -0.35 -0.60 -2.45
C: -1.05 -2.91 1.08
C: -0.68 -1.72 1.59
C: -1.52 -0.51 1.88
C: -0.21 0.29 2.21
C: 0.62 -1.02 1.97
H: -2.10 -3.11 0.95
H: -0.45 -3.83 0.86
H: -2.10 -0.71 2.88
H: -2.15 -0.14 1.02
H: -0.01 1.06 1.59
H: -0.09 0.58 3.25
H: 1.42 -0.95 1.27
H: 0.93 -1.48 2.86

Atom charges from the Löwdin analysis, given in e for atoms 1 to 4: O -0.009; N -0.276; O 0.045; C -0.239

=====

Entry 5:
Below is C9H15NO2S as an isolated structure at a distorted geometry, with properties calculated with ωB97M-V/def2-TZVPD.

- HOMO-LUMO gap (spin up / spin down) (eV) = 7.3 / 7.2
- lowest unoccupied orbital energy (spin up / spin down) (eV) = -0.1 / -0.2
- spin multiplicity = 1
- total charge = 0
- energy relative to the best compared isomer or geometry (same formula, charge and spin) (kcal per mole) = 226.61
- E (Eh) = -954.9947

CARTESIAN COORDINATES (ANGSTROEM)
C: -2.62 0.73 -1.45
C: 0.63 3.24 1.70
C: 0.62 -2.41 -1.13
C: 1.24 -1.21 -0.52
C: -1.00 1.69 0.24
C: -1.84 0.65 -0.37
C: 0.26 -3.39 -0.33
C: 3.10 0.80 0.04
C: 1.98 -0.28 -1.12
N: -1.79 -0.59 0.31
O: -2.74 -1.48 0.08
O: -1.63 -0.44 1.75
S: -0.07 1.74 1.61
H: -3.37 -0.01 -1.74
H: -2.60 1.66 -1.93
H: 0.97 3.33 2.72
H: 0.42 4.07 1.12
H: 0.41 -2.60 -2.23
H: 1.14 -1.06 0.55
H: -0.93 2.52 -0.37
H: 0.47 -3.49 0.77
H: -0.25 -4.28 -0.71
H: -3.54 -1.05 0.34
H: 3.51 0.07 0.68
H: 3.71 1.35 -0.63
H: 2.38 1.46 0.59
H: 2.42 -0.15 -2.04
H: -0.88 -0.84 2.07

Atom charges from the Löwdin analysis, given in e for atoms 1 to 4: C 0.064; C -0.366; C -0.196; C -0.200

=====

Entry 6:
Below is an isolated ion of composition C9H15O3 and charge +1 at a distorted geometry, with properties calculated with ωB97M-V/def2-TZVPD.

- HOMO-LUMO gap (eV) = 10.5
- lowest unoccupied orbital energy (eV) = -3.0
- spin multiplicity = 1
- total charge = +1
- energy relative to the best compared isomer or geometry (same formula, charge and spin) (kcal per mole) = 79.61
- E (Eh) = -577.2411

CARTESIAN COORDINATES (ANGSTROEM)
C: -0.53 -0.36 -0.52
C: 0.35 -1.24 0.35
C: 2.77 0.56 -0.84
C: 2.67 -0.83 -0.39
C: -2.00 -0.48 -0.47
C: 1.58 0.67 0.99
C: -2.55 0.28 -1.67
C: -2.42 0.31 0.85
C: 0.87 1.03 2.03
O: 0.06 0.49 -1.10
O: 2.24 1.44 0.21
O: 1.60 -0.74 0.65
H: -0.18 -1.52 1.29
H: 0.65 -2.15 -0.08
H: 3.90 0.70 -0.80
H: 2.19 0.83 -1.71
H: 2.36 -1.50 -1.28
H: 3.51 -1.07 0.13
H: -1.92 0.99 -2.01
H: -3.48 0.69 -1.33
H: -2.74 -0.44 -2.40
H: -2.29 1.37 0.67
H: -1.85 -0.01 1.60
H: -3.51 0.09 1.03
H: 0.44 0.26 2.73
H: -2.46 -1.45 -0.26
H: 0.76 2.07 2.33

Atom charges from the Löwdin analysis, given in e for atoms 1 to 4: C -0.333; C -0.042; C -0.068; C 0.018

=====

Entry 7:
Below is a 2-piece molecular cluster, C9H16Br2I2NO overall at a distorted geometry, with properties calculated with ωB97M-V/def2-TZVPD.

- HOMO-LUMO gap (eV) = 8.6
- lowest unoccupied orbital energy (eV) = -3.1
- spin multiplicity = 1
- total charge = +1
- E (Eh) = -6225.6728

CARTESIAN COORDINATES (ANGSTROEM)
C: 2.62 -1.59 1.03
C: 1.23 -1.71 0.45
I: 1.12 -2.98 -1.23
C: 0.13 -1.10 0.93
I: 0.34 0.23 2.55
C: -1.25 -1.24 0.41
C: -1.71 0.09 -0.26
N: -3.05 0.49 0.26
C: -4.03 -0.64 0.21
C: -3.42 -1.86 0.94
O: -2.16 -1.53 1.47
H: 2.59 -2.02 2.03
H: 2.90 -0.55 1.05
H: 3.33 -2.17 0.45
H: -1.34 -2.03 -0.33
H: -1.83 -0.09 -1.33
H: -0.98 0.89 -0.15
H: -2.97 0.87 1.21
H: -3.41 1.22 -0.35
H: -4.94 -0.32 0.71
H: -4.23 -0.84 -0.84
H: -3.36 -2.71 0.25
H: -4.06 -2.17 1.75
Br: 1.71 1.52 -1.04
C: 3.14 2.45 -1.99
C: 4.21 2.92 -1.04
Br: 3.64 4.48 -0.02
H: 2.67 3.27 -2.53
H: 3.54 1.73 -2.69
H: 5.09 3.24 -1.59
H: 4.49 2.16 -0.31

Atom charges from the Löwdin analysis, given in e for atoms 1 to 4: C -0.200; C -0.799; I 0.952; C -0.725

=====

Entry 8:
Below is C9H16Br3ClFO3 as an isolated structure, with properties calculated with ωB97M-V/def2-TZVPD.

- HOMO-LUMO gap (eV) = 5.3
- lowest unoccupied orbital energy (eV) = 2.4
- spin multiplicity = 1
- total charge = -1
- E (Eh) = -8860.2538

CARTESIAN COORDINATES (ANGSTROEM)
C: 4.56 0.10 0.87
C: 3.32 0.30 -0.01
O: 2.32 -0.66 0.23
C: 2.49 -1.84 -0.51
C: 1.24 -2.75 -0.39
O: 0.20 -2.09 0.27
C: -0.97 -2.89 0.35
C: -2.16 -2.04 0.73
O: -2.66 -1.32 -0.37
C: -2.31 0.07 -0.36
C: -2.91 0.82 0.87
F: -4.21 0.24 1.01
Cl: -3.35 2.52 0.07
H: 4.72 0.94 1.55
H: 4.42 -0.80 1.48
H: 5.48 -0.04 0.29
H: 3.60 0.28 -1.07
H: 2.86 1.27 0.20
H: 2.67 -1.60 -1.56
H: 3.37 -2.39 -0.14
H: 0.91 -3.04 -1.40
H: 1.50 -3.68 0.14
H: -0.82 -3.69 1.10
H: -1.15 -3.36 -0.63
H: -1.89 -1.37 1.55
H: -2.96 -2.71 1.08
H: -1.22 0.15 -0.29
H: -2.64 0.46 -1.32
C: -2.88 5.71 -0.69
Br: -1.10 6.45 -0.82
Br: -4.04 6.88 0.31
Br: -3.60 5.30 -2.41
H: -2.81 4.77 -0.14

Atom charges from the Löwdin analysis, given in e for atoms 1 to 4: C -0.072; C -0.262; O -0.145; C -0.195

=====

Question: Look up the total charge of the fifth one.
Answer: 0

=====

Question: E of number 1 (C9H15N6)?
Answer: -680.1395 Eh